1.
50
Properties=species:S:1:pos:R:3:forces:R:3 method="wB97M-V/def2-TZVPD" homo_lumo_gap_ev=9.1 homo_energy_ev=-3.89 de_lowest_kcal_mol=0.00 charge=-2
C -0.052 0.308 1.871 0.55 -0.38 0.25
O 0.677 -0.867 2.238 0.09 -0.24 -0.17
C -1.380 0.056 1.167 -0.01 0.02 0.27
C -1.774 1.128 0.149 -0.36 0.20 -0.05
C -1.502 2.587 0.532 -0.12 -0.17 -0.19
C -2.066 3.048 1.871 0.49 0.20 0.21
O -1.306 4.108 2.431 0.14 0.26 0.06
H -0.203 0.889 2.789 -0.17 0.16 -0.10
H 0.612 0.900 1.241 0.06 -0.01 -0.16
H -1.333 -0.890 0.628 0.07 -0.16 0.07
H -2.136 -0.044 1.955 -0.16 -0.06 -0.20
H -2.841 1.010 -0.082 0.04 -0.08 0.00
H -1.237 0.923 -0.781 0.05 0.04 -0.02
H -1.888 3.236 -0.259 0.04 0.00 -0.02
H -0.427 2.738 0.524 0.19 0.09 0.12
H -2.110 2.210 2.581 -0.04 -0.02 -0.07
H -3.082 3.446 1.766 -0.01 -0.17 -0.03
H -0.686 -2.956 -1.301 0.13 0.41 -0.29
H -0.041 -1.834 -2.292 -0.30 -0.47 0.35
O -0.743 -2.521 -2.209 0.19 0.08 0.02
H -2.020 -1.732 -2.893 -0.19 0.16 0.22
H -2.725 -0.362 -2.662 0.10 -0.21 -0.09
O -2.698 -1.104 -3.280 -0.10 -0.05 0.02
H 1.568 2.765 2.815 -0.08 0.37 -0.36
H -0.326 3.938 2.361 -0.55 -0.23 -0.04
O 1.381 3.560 2.289 0.17 -0.35 -0.20
H -1.485 -0.547 -4.555 0.29 0.26 -0.06
H 0.009 -0.150 -4.456 -0.41 -0.04 -0.13
O -0.759 -0.120 -5.058 0.24 -0.09 0.15
H 2.579 0.083 0.069 0.03 0.15 -0.24
H 2.507 1.632 -0.453 0.24 -0.51 0.03
O 2.836 0.604 -0.707 -0.38 0.24 0.23
H 1.666 3.308 1.297 0.03 -0.06 0.45
H 2.796 3.503 -0.337 -0.63 -0.55 0.21
O 2.086 2.883 -0.073 0.51 0.72 -0.13
H -0.643 -4.590 0.130 0.12 1.06 0.14
H -0.821 -3.239 1.497 -0.37 -0.01 0.48
O -0.503 -3.620 0.215 -0.02 -1.13 -0.19
H 3.171 -2.771 -0.758 0.34 0.30 -0.45
H 3.994 -1.530 -1.123 -0.21 -0.29 -0.31
O 3.773 -2.414 -1.470 -0.27 0.19 0.67
H 1.649 0.057 -1.995 -0.42 -0.22 -0.18
H 1.979 -1.199 -2.692 -0.59 0.12 -0.15
O 1.228 -0.565 -2.660 1.27 0.01 0.38
H -1.931 -2.453 2.419 0.44 -0.24 0.02
H 0.084 -1.650 2.408 -0.18 0.60 -0.02
O -1.079 -2.907 2.523 -0.21 0.01 -0.49
H 1.175 -3.394 0.412 0.28 0.15 0.12
H 1.922 -2.345 1.243 0.06 -0.12 -0.21
O 2.106 -3.114 0.674 -0.40 0.06 0.07

---

2.
54
Properties=species:S:1:pos:R:3:forces:R:3 method="wB97M-V/def2-TZVPD" multiplicity=4 s2=3.7524 homo_lumo_gap_ev="7.3 / 7.4" homo_energy_ev="-7.79 / -7.80" charge=0
Er 0.628 -1.707 -0.440 -0.23 0.23 -0.39
Cl 0.960 -2.221 2.288 0.12 -0.16 0.39
C 2.521 -1.551 2.780 -0.33 -0.11 -0.05
C 2.692 -1.399 4.142 0.11 0.05 -0.04
C 3.902 -0.904 4.598 0.00 0.01 -0.01
C 4.883 -0.574 3.677 -0.02 -0.01 -0.01
C 4.665 -0.743 2.319 0.22 0.09 0.06
Cl 5.959 -0.290 1.256 -0.10 -0.05 -0.02
C 3.466 -1.252 1.795 -0.11 0.00 -0.14
S 3.231 -1.491 0.073 0.03 0.16 0.27
H 1.896 -1.670 4.822 0.02 0.00 -0.02
H 4.078 -0.780 5.658 0.00 0.01 -0.02
H 5.836 -0.178 4.002 -0.02 -0.01 0.00
C 0.436 -1.539 -5.088 0.00 -0.02 0.05
C 0.444 -0.182 -5.381 0.01 0.03 0.08
C 0.485 0.743 -4.348 -0.06 -0.05 -0.15
C 0.510 0.308 -3.022 0.11 0.34 0.11
C 0.502 -1.054 -2.695 0.04 -0.29 0.03
C 0.465 -1.957 -3.762 -0.02 0.07 -0.16
C 0.554 1.296 -1.902 0.04 -0.08 -0.27
C 0.716 2.689 -2.151 0.02 -0.07 0.01
C 0.746 3.564 -1.118 0.00 0.08 0.03
C 0.594 3.095 0.209 0.03 0.23 0.06
C 0.602 3.957 1.331 0.01 0.01 -0.09
C 0.444 3.457 2.591 -0.02 -0.15 0.07
C 0.269 2.067 2.773 0.01 0.14 0.04
C 0.263 1.220 1.702 0.01 0.01 -0.08
C 0.435 1.714 0.391 0.01 -0.25 -0.11
N 0.436 0.836 -0.668 -0.02 -0.15 0.22
H 0.406 -2.268 -5.889 0.00 0.02 0.00
H 0.420 0.159 -6.409 0.00 -0.01 0.01
H 0.486 1.794 -4.608 -0.01 -0.01 0.01
H 0.455 -3.023 -3.556 0.00 -0.02 -0.01
H 0.839 3.044 -3.161 0.00 -0.01 0.00
H 0.886 4.624 -1.295 -0.01 -0.01 0.02
H 0.737 5.020 1.169 -0.01 -0.02 0.00
H 0.451 4.117 3.448 0.00 -0.01 -0.01
H 0.137 1.664 3.769 0.01 0.04 0.00
H 0.117 0.161 1.859 -0.03 -0.03 -0.01
C -6.109 -1.028 -0.015 0.03 -0.01 0.01
C -4.609 -1.119 -0.018 -0.15 0.00 0.01
C -3.925 -1.931 0.876 0.01 -0.06 0.06
C -2.546 -2.006 0.815 -0.07 0.06 -0.08
N -1.825 -1.306 -0.065 0.32 -0.03 0.14
C -2.475 -0.513 -0.924 -0.06 -0.06 0.08
C -3.850 -0.400 -0.934 0.03 0.07 -0.07
H -6.547 -1.655 0.760 0.03 0.00 0.00
H -6.511 -1.346 -0.978 0.01 0.00 0.00
H -6.436 -0.001 0.151 0.03 0.00 -0.01
H -4.456 -2.523 1.610 -0.01 0.01 -0.02
H -2.000 -2.669 1.474 0.01 0.00 0.01
H -1.865 0.029 -1.634 0.00 0.00 -0.01
H -4.322 0.246 -1.663 -0.01 -0.01 0.02
I -0.074 -4.528 -0.612 -0.02 0.02 -0.01

---

3.
28
Properties=species:S:1:pos:R:3:forces:R:3 method="wB97M-V/def2-TZVPD" homo_lumo_gap_ev=10.9 homo_energy_ev=-10.07 smiles="CCOC(C)=O.CCOC(C)=O" de_lowest_kcal_mol=17.19 charge=0
O 1.326 1.536 4.115 -0.12 0.56 -0.16
O -0.629 2.568 3.854 -2.12 4.06 1.12
C 0.192 1.610 3.689 2.02 -3.07 0.77
C -0.495 0.469 2.995 -0.38 -0.49 -0.84
C -1.541 4.448 5.263 -0.13 -0.92 0.64
C -0.299 3.732 4.734 0.52 0.27 -0.71
H -0.495 0.744 1.927 -0.22 -0.33 0.23
H -1.540 0.372 3.333 0.44 0.17 -0.22
H 0.004 -0.508 3.106 0.06 0.72 0.07
H -1.170 5.360 5.759 -0.25 -0.33 -0.13
H -2.035 3.813 6.018 -0.03 0.39 -0.24
H -2.288 4.739 4.505 0.56 -0.23 0.11
H 0.211 4.542 4.178 0.24 -1.01 -0.31
H 0.400 3.363 5.509 -0.59 0.21 -0.32
O -0.078 -0.615 -3.825 -0.54 -0.47 -1.60
O 0.557 -2.798 -3.991 0.15 -0.24 0.10
C 0.469 -1.611 -3.421 -0.77 1.58 1.45
C 1.124 -1.476 -2.095 1.75 -0.46 0.65
C 0.625 -4.253 -5.856 0.32 -0.06 0.05
C 0.055 -2.944 -5.312 -0.77 -0.16 -1.07
H 2.022 -2.117 -2.116 -0.23 0.20 0.43
H 0.539 -1.719 -1.192 -0.06 -0.05 -0.70
H 1.445 -0.423 -2.034 -0.18 -0.54 0.14
H 1.635 -4.381 -5.432 -0.34 -0.08 -0.31
H 0.702 -4.258 -6.957 -0.12 0.08 0.47
H 0.001 -5.108 -5.544 0.33 0.32 -0.11
H 0.311 -2.051 -5.913 0.00 -0.50 0.33
H -1.048 -3.035 -5.297 0.46 0.37 0.17

---

4.
102
Properties=species:S:1:pos:R:3:forces:R:3 method="wB97M-V/def2-TZVPD" multiplicity=3 s2=2.0249 homo_lumo_gap_ev="3.8 / 5.7" homo_energy_ev="-0.10 / -1.95" charge=-2
Ti -0.178 -0.815 0.269 -0.71 -0.17 0.99
C 0.333 -4.813 -0.846 -0.25 0.08 -0.23
Si 0.363 -4.309 0.960 0.21 -0.09 0.34
C -1.213 -4.482 1.963 -0.28 -0.09 -0.13
C 1.463 -5.666 1.718 0.26 -0.20 0.11
C 1.009 -2.576 1.193 0.55 -0.20 -0.78
C 1.951 -2.089 0.176 0.16 -0.16 0.35
C 2.998 -2.803 -0.460 -0.40 -0.24 0.05
C 3.848 -2.155 -1.306 0.09 0.08 -0.08
C 3.652 -0.793 -1.559 0.13 0.20 -0.14
C 2.599 -0.156 -0.954 0.16 0.28 -0.25
N 1.778 -0.769 -0.100 2.07 -0.58 -0.24
Si 1.856 -2.337 2.809 0.08 0.29 0.42
C 2.647 -0.626 2.969 0.10 0.17 -0.05
C 3.330 -3.505 3.060 0.23 -0.28 -0.08
C 0.760 -2.723 4.280 -0.23 -0.15 0.23
H -0.533 -5.455 -1.041 0.10 0.07 0.00
H 1.244 -5.361 -1.122 -0.11 0.08 0.10
H 0.241 -3.948 -1.510 -0.04 -0.08 0.00
H -1.921 -5.114 1.420 -0.06 0.03 0.05
H -1.691 -3.511 2.107 -0.02 -0.06 -0.01
H -1.014 -4.932 2.946 -0.02 0.09 -0.25
H 1.056 -6.648 1.437 0.01 0.14 0.01
H 1.492 -5.617 2.815 -0.09 -0.11 -0.28
H 2.501 -5.616 1.354 -0.25 -0.08 0.08
H 3.122 -3.856 -0.233 -0.05 0.06 -0.01
H 4.672 -2.690 -1.764 0.02 0.01 -0.03
H 4.306 -0.239 -2.225 -0.04 -0.03 0.07
H 2.361 0.882 -1.145 -0.07 -0.02 -0.02
H 3.741 -0.709 2.925 -0.14 0.03 0.02
H 2.377 -0.142 3.916 0.06 -0.08 -0.09
H 2.326 0.035 2.158 0.03 0.03 0.15
H 3.958 -3.572 2.157 -0.10 0.03 0.23
H 2.998 -4.520 3.313 0.26 0.35 -0.01
H 3.962 -3.135 3.879 -0.11 0.00 -0.11
H 0.386 -3.755 4.191 0.08 0.26 0.10
H -0.102 -2.052 4.349 0.15 -0.14 0.00
H 1.336 -2.650 5.215 -0.07 -0.03 -0.18
C -0.722 -0.305 2.424 0.10 0.14 -0.17
C -1.631 0.769 2.785 0.00 -0.06 0.12
C -1.179 2.013 3.273 -0.05 0.01 -0.05
C -2.052 3.006 3.659 -0.01 0.07 0.04
C -3.437 2.812 3.580 -0.03 0.16 0.12
C -3.907 1.592 3.084 -0.08 -0.02 0.01
C -3.026 0.601 2.706 -0.13 0.04 -0.12
C -4.346 3.826 4.049 0.18 -0.22 -0.17
N -5.074 4.634 4.437 0.05 -0.05 -0.02
H -1.171 -1.280 2.617 -0.01 -0.07 0.12
H 0.236 -0.194 2.929 -0.10 -0.06 0.06
H -0.113 2.188 3.330 0.05 0.02 -0.02
H -1.673 3.953 4.028 0.01 -0.05 0.00
H -4.975 1.427 3.006 -0.01 -0.03 0.00
H -3.414 -0.337 2.326 -0.02 0.00 -0.02
S 0.030 -1.149 -2.669 -0.18 -0.13 -0.26
C 0.547 0.171 -3.544 -0.34 -0.30 0.30
N 1.690 0.073 -4.276 0.27 -0.18 0.27
C 2.255 1.087 -4.959 0.25 0.26 -0.33
C 1.633 2.282 -5.031 0.05 0.32 -0.18
C 0.390 2.438 -4.364 0.14 0.22 -0.04
C -0.130 1.423 -3.639 -0.21 -0.12 0.26
H 2.182 -0.799 -4.150 0.01 -0.10 -0.02
H 3.208 0.878 -5.423 0.00 -0.01 -0.03
H 2.084 3.097 -5.578 0.00 -0.01 0.03
H -0.125 3.387 -4.409 -0.01 0.06 0.02
H -1.055 1.520 -3.091 0.01 -0.01 0.08
O -1.844 -0.093 -0.093 -1.70 -0.01 -0.55
C -2.579 -1.123 -0.463 0.06 -0.02 -0.11
N -1.939 -2.337 -0.640 -0.24 0.29 0.17
S -2.925 -3.296 -1.515 0.13 0.02 0.08
O -3.054 -4.636 -0.975 0.11 0.03 0.20
O -2.567 -3.259 -2.920 -0.06 -0.06 0.03
C -4.379 -2.343 -1.241 -0.11 0.20 0.05
C -5.702 -2.613 -1.507 0.05 0.00 -0.01
C -6.652 -1.616 -1.254 0.02 0.05 0.04
C -6.239 -0.354 -0.747 0.08 -0.18 -0.08
C -4.918 -0.070 -0.489 -0.03 -0.16 -0.09
C -3.954 -1.090 -0.716 -0.26 0.02 -0.04
H -5.999 -3.581 -1.906 0.04 0.14 0.05
H -7.703 -1.810 -1.448 0.10 0.04 0.04
H -6.991 0.405 -0.553 0.00 0.00 -0.02
H -4.600 0.893 -0.100 -0.04 -0.08 -0.02
C 2.675 7.138 -2.794 -0.07 -0.07 0.06
C 2.081 5.918 -2.128 0.01 0.00 0.00
C 0.706 5.723 -2.070 -0.09 -0.13 -0.01
C 0.133 4.616 -1.440 0.00 0.16 -0.12
C -1.371 4.513 -1.376 0.13 0.05 -0.08
C 0.957 3.636 -0.838 0.24 -0.14 0.06
Se 0.112 2.140 0.007 -0.03 0.50 0.06
C 2.353 3.861 -0.839 0.05 0.13 -0.13
C 3.324 2.952 -0.118 -0.08 0.10 -0.02
C 2.882 4.978 -1.495 -0.04 -0.11 0.10
H 1.984 7.558 -3.529 0.05 -0.03 0.02
H 3.612 6.898 -3.302 -0.03 0.01 0.00
H 2.890 7.924 -2.063 0.01 -0.01 -0.03
H 0.049 6.460 -2.535 0.03 -0.08 0.06
H -1.842 5.349 -1.905 0.07 -0.04 0.05
H -1.705 4.509 -0.335 0.00 -0.03 -0.04
H -1.730 3.572 -1.797 0.03 -0.01 0.02
H 2.788 2.283 0.557 0.03 0.05 -0.02
H 4.037 3.543 0.465 -0.03 -0.01 -0.05
H 3.904 2.342 -0.819 -0.01 0.05 0.06
H 3.965 5.120 -1.492 -0.09 -0.02 0.01

---

5.
16
Properties=species:S:1:pos:R:3:forces:R:3 method="wB97M-V/def2-TZVPD" homo_lumo_gap_ev=9.3 homo_energy_ev=-8.23 de_lowest_kcal_mol=79.99 charge=0
C 1.955 1.223 0.695 0.11 0.08 0.04
C 0.952 0.635 -0.279 0.07 0.05 -0.13
C -1.220 -0.855 -1.109 -0.11 -0.10 0.45
C -1.787 -2.112 -0.534 -0.15 -0.12 -0.26
C -0.462 0.961 0.197 0.10 0.35 0.11
O -1.440 -0.016 -0.124 0.17 -0.44 0.03
H 1.846 0.742 1.675 0.09 0.16 -0.12
H 1.794 2.298 0.814 0.17 -0.06 0.07
H 2.968 1.044 0.329 -0.02 0.16 0.15
H 1.151 -0.445 -0.356 -0.49 0.24 0.12
H 1.119 1.021 -1.288 -0.09 0.00 0.08
H -2.479 -2.638 -1.178 -0.13 -0.22 -0.18
H -0.872 -2.720 -0.468 -0.20 -0.12 0.06
H -2.175 -1.906 0.472 -0.16 -0.45 -0.25
H -0.833 1.932 -0.134 0.27 0.13 -0.07
H -0.525 0.925 1.290 0.35 0.34 -0.10

---

6.
15
Properties=species:S:1:pos:R:3:forces:R:3 method="wB97M-V/def2-TZVPD" homo_lumo_gap_ev=6.5 homo_energy_ev=-12.37 de_lowest_kcal_mol=141.96 charge=+1
C 0.255 1.981 0.489 -2.82 0.59 -0.59
C 2.141 0.802 -0.358 -0.79 -0.57 2.60
C 2.070 -0.537 -0.897 3.27 2.43 0.15
N 1.279 -1.347 -1.024 -1.41 -3.56 -1.48
N -3.072 -1.714 0.759 -0.18 0.59 -1.34
N 0.617 1.062 -0.281 4.18 2.01 1.89
O 0.623 -2.282 -1.325 -0.57 -0.18 0.34
H -0.675 2.541 0.392 -0.22 -0.64 -0.01
H 0.866 2.247 1.294 1.29 0.52 0.93
H 2.608 0.781 0.686 -0.78 0.14 -1.26
H 2.548 1.662 -0.879 0.30 -0.49 -0.66
H -3.489 -1.754 1.690 0.05 -0.32 -0.81
H -3.740 -1.651 -0.056 0.97 -0.36 1.80
H 0.301 0.605 -1.073 -2.55 -0.29 -1.88
H -2.333 -2.395 0.582 -0.74 0.14 0.31

---

7.
12
Properties=species:S:1:pos:R:3:forces:R:3 method="wB97M-V/def2-TZVPD" homo_lumo_gap_ev=7.7 homo_energy_ev=-8.53 smiles="S=c1cccc[pH]1" de_lowest_kcal_mol=23.14 charge=0
C -0.832 1.190 0.220 2.63 -2.39 -0.45
C 0.490 1.354 0.318 2.97 -2.23 -1.36
C -1.495 -0.074 -0.046 1.29 -0.63 0.28
C -0.872 -1.239 -0.022 2.16 -2.07 0.06
C 1.556 0.133 -0.149 -0.85 3.01 2.01
P 0.985 -1.528 0.169 -1.53 -0.08 -1.33
S 3.147 0.499 -0.260 -0.71 -0.08 -0.41
H -1.407 1.958 0.484 -2.41 3.12 0.89
H 1.086 2.250 0.622 -1.02 -0.71 -0.40
H -2.526 -0.147 -0.138 -1.90 0.48 -0.13
H -1.308 -2.257 -0.032 -0.54 1.02 -0.28
H 1.177 -2.140 -1.167 -0.10 0.55 1.12

---

8.
9
Properties=species:S:1:pos:R:3:forces:R:3 method="wB97M-V/def2-TZVPD" homo_lumo_gap_ev=9.6 homo_energy_ev=-8.93 de_lowest_kcal_mol=61.43 charge=0
C -1.334 0.615 -0.294 0.19 -1.79 -0.03
C -0.130 0.137 -0.107 -1.95 -0.76 -0.10
C 1.298 -0.012 -0.349 0.73 -1.19 0.71
O -1.482 -0.767 2.143 0.23 -0.60 -1.46
S -1.323 -1.028 0.667 -0.13 2.36 1.03
H -2.154 1.167 -0.797 1.15 -0.12 0.64
H 1.569 -0.898 -0.973 -0.59 0.38 0.72
H 1.894 -0.014 0.576 -0.43 -0.38 -0.10
H 1.662 0.799 -0.866 0.80 2.10 -1.41